101
Properties=species:S:1:pos:R:3 method="wB97M-V/def2-TZVPD" e_tot_ev=-209676.1546 max_force_ev_per_a=1.946 charge=-2 relative_energy_kj_mol=100.3 e_lumo_ev=3.80
Se -0.16 -4.21 -2.69
As 0.23 2.57 -1.71
P -1.60 -0.53 0.70
P 1.44 -0.53 0.81
Si 3.25 -0.97 -1.61
Si -3.56 -0.93 -1.44
Na -0.01 -1.27 -1.37
N -0.13 -6.40 -0.71
N -1.97 -0.61 -0.87
N 1.89 -0.41 -0.74
C -3.76 -2.71 -2.06
C 4.59 0.36 -1.97
C -3.38 -4.43 2.49
C -3.89 -3.23 2.95
C 0.33 3.17 0.16
C -2.39 -4.43 1.52
C 2.62 -1.45 -3.33
C 2.01 -4.55 1.40
C 0.34 4.67 0.45
C -3.55 3.07 1.03
C -3.40 -2.02 2.46
C 2.04 3.23 -2.20
C 4.55 1.89 2.06
C -3.00 1.89 0.54
C -5.09 -0.67 -0.32
C -3.64 3.28 2.40
C 3.03 -2.23 2.53
C 3.81 0.91 1.42
C -0.14 -5.53 -1.49
C 4.27 -2.44 -0.98
C 3.45 -3.47 2.99
C -2.40 -2.00 1.49
C -3.15 2.32 3.27
C -3.83 0.24 -2.92
C -2.59 1.15 2.78
C 1.92 1.43 2.79
C -2.19 3.86 -2.79
C -0.70 4.12 -2.57
C 3.98 2.64 3.08
C 2.48 0.67 1.77
C 2.66 2.40 3.45
C 2.44 2.81 -3.61
C -1.91 -3.23 1.04
C 2.94 -4.63 2.43
C 2.12 -2.12 1.48
C -0.10 -0.21 1.38
C 1.61 -3.31 0.94
C -2.54 0.90 1.41
H 0.88 1.25 3.03
H -2.71 3.73 -1.83
H -1.15 -3.23 0.26
H 2.43 1.72 -3.69
H -4.15 1.23 -2.58
H 5.58 2.07 1.76
H 1.26 2.71 0.51
H -0.67 5.09 0.38
H -3.90 3.84 0.34
H 1.89 -0.72 -3.71
H 3.44 -1.53 -4.05
H -3.83 -1.09 2.81
H -4.71 -2.82 -2.59
H 1.59 -5.45 0.95
H -5.99 -0.63 -0.93
H -2.91 1.71 -0.52
H -4.62 -0.15 -3.58
H 4.18 -3.53 3.79
H 4.92 0.28 -3.01
H 2.73 2.80 -1.47
H -4.09 4.19 2.79
H 2.12 -2.43 -3.30
H 4.21 1.37 -1.82
H 0.69 4.84 1.47
H 4.63 -2.28 0.03
H -2.33 2.94 -3.36
H 3.44 3.16 -3.86
H -0.22 4.29 -3.53
H -3.75 -3.42 -1.23
H 3.67 -3.35 -0.97
H 3.26 -5.60 2.80
H 0.91 -3.25 0.11
H -3.77 -5.37 2.87
H -0.57 5.03 -1.97
H 1.00 5.22 -0.22
H -1.99 -5.36 1.13
H 2.08 4.32 -2.09
H -5.19 -1.50 0.38
H -2.95 -2.98 -2.73
H -2.91 0.34 -3.49
H 1.74 3.21 -4.35
H 2.21 2.99 4.24
H -3.20 2.49 4.34
H 5.48 0.24 -1.33
H -2.67 4.68 -3.32
H 4.56 3.41 3.57
H -4.68 -3.22 3.70
H -0.47 2.68 0.72
H -2.17 0.42 3.46
H 5.13 -2.61 -1.64
H -5.03 0.26 0.26
H 3.43 -1.33 2.98
H 4.26 0.32 0.63